No. 1
168
Properties=species:S:1:pos:R:3:mulliken_charge:R:1 method="wB97M-V/def2-TZVPD" fmax_ev_per_a=4.5 spin_multiplicity=1 orbital_gap_ev=9.740 e_tot_ha=-4290.8837 e_above_lowest_kcal_mol=160.4
O -11.216 7.903 -0.381 -0.5764
C -10.810 6.991 0.258 0.4815
O -9.791 6.294 -0.096 -0.3291
C -9.533 5.163 0.640 -0.3299
C -10.213 5.514 1.903 -0.5642
C -11.406 6.447 1.549 -0.3543
H -8.484 5.002 0.888 0.2787
H -9.949 4.305 0.113 0.2731
H -9.495 6.093 2.483 0.2526
H -10.558 4.676 2.508 0.3489
H -11.602 7.214 2.299 0.2684
H -12.324 5.956 1.228 0.2507
O -2.088 7.077 1.314 -0.6200
C -1.083 7.646 1.723 0.5739
O -0.218 7.167 2.584 -0.3346
C 0.832 8.018 2.923 -0.3841
C 0.773 9.006 1.786 -0.5330
C -0.696 9.083 1.429 -0.4018
H 1.783 7.486 2.882 0.2886
H 0.714 8.475 3.906 0.2847
H 1.349 8.563 0.973 0.2418
H 1.291 9.907 2.113 0.3573
H -0.822 9.254 0.360 0.2457
H -1.294 9.852 1.918 0.2813
O -0.239 6.194 -3.850 -0.6396
C -1.310 5.776 -4.321 0.4954
O -1.713 4.500 -4.235 -0.3350
C -3.055 4.346 -4.645 -0.3338
C -3.299 5.478 -5.591 -0.5505
C -2.356 6.584 -5.122 -0.3218
H -3.741 4.381 -3.799 0.2533
H -3.142 3.385 -5.153 0.2945
H -4.300 5.907 -5.550 0.3024
H -3.134 5.198 -6.631 0.2758
H -2.861 7.232 -4.406 0.2988
H -1.919 7.023 -6.020 0.2606
O -5.577 4.265 7.963 -0.6129
C -4.392 3.981 7.999 0.4699
O -3.850 3.278 7.037 -0.3192
C -2.599 2.833 7.421 -0.3494
C -2.111 3.779 8.508 -0.5272
C -3.394 4.329 9.079 -0.3375
H -1.867 2.995 6.629 0.2838
H -2.690 1.799 7.752 0.2957
H -1.509 4.581 8.081 0.2471
H -1.486 3.250 9.227 0.3205
H -3.334 5.368 9.402 0.3092
H -3.644 3.754 9.970 0.2202
O -10.583 -4.818 -3.292 -0.5994
C -9.445 -4.738 -2.814 0.5037
O -8.961 -5.664 -1.964 -0.3400
C -7.540 -5.392 -1.676 -0.3232
C -7.426 -3.942 -1.969 -0.5034
C -8.489 -3.568 -2.969 -0.3860
H -6.847 -5.941 -2.314 0.2435
H -7.080 -5.452 -0.690 0.3271
H -6.406 -3.786 -2.321 0.3721
H -7.602 -3.330 -1.084 0.1951
H -8.020 -3.610 -3.952 0.2111
H -9.042 -2.632 -2.883 0.3002
O 7.969 3.343 4.082 -0.5775
C 7.167 2.725 4.752 0.4498
O 5.893 2.382 4.342 -0.3469
C 5.166 1.551 5.294 -0.2963
C 6.305 1.192 6.295 -0.5987
C 7.432 2.173 6.145 -0.3153
H 4.677 0.616 5.020 0.3158
H 4.466 2.192 5.830 0.2434
H 6.675 0.177 6.151 0.2604
H 6.040 1.177 7.352 0.3391
H 8.446 1.772 6.142 0.2806
H 7.396 3.067 6.767 0.2457
O 8.331 -5.543 2.968 -0.5751
C 7.627 -5.013 2.142 0.5810
O 7.077 -3.828 2.299 -0.3176
C 6.004 -3.667 1.430 -0.4064
C 5.728 -5.030 0.880 -0.5348
C 7.086 -5.652 0.836 -0.4621
H 6.461 -3.019 0.683 0.3200
H 5.108 -3.297 1.929 0.2812
H 5.277 -4.889 -0.102 0.3134
H 5.049 -5.605 1.509 0.2831
H 7.558 -5.378 -0.107 0.2480
H 7.081 -6.741 0.878 0.2698
O 7.316 -3.162 -4.721 -0.5934
C 8.080 -3.968 -5.137 0.5098
O 7.764 -5.225 -5.263 -0.3406
C 8.796 -5.934 -5.911 -0.3680
C 9.804 -4.917 -6.371 -0.5020
C 9.505 -3.679 -5.518 -0.3154
H 8.317 -6.367 -6.789 0.2825
H 9.241 -6.674 -5.246 0.2676
H 9.701 -4.914 -7.456 0.2454
H 10.828 -5.250 -6.198 0.2938
H 9.503 -2.708 -6.012 0.2709
H 10.229 -3.728 -4.704 0.2481
O -1.051 -1.561 -2.135 -0.6508
C -0.874 -0.777 -1.204 0.5705
O -1.883 -0.055 -0.716 -0.3488
C -1.572 0.662 0.476 -0.3178
C -0.109 0.826 0.250 -0.5550
C 0.328 -0.469 -0.429 -0.3292
H -1.834 0.133 1.393 0.2689
H -2.070 1.628 0.400 0.2710
H 0.358 1.103 1.195 0.3462
H 0.142 1.681 -0.379 0.2478
H 0.437 -1.351 0.202 0.2125
H 1.123 -0.458 -1.174 0.2845
O 8.571 6.821 -3.515 -0.5867
C 7.911 5.798 -3.378 0.4859
O 8.031 4.718 -4.172 -0.3662
C 7.064 3.679 -3.909 -0.2687
C 6.618 4.050 -2.488 -0.5154
C 6.972 5.551 -2.237 -0.2834
H 7.575 2.716 -3.945 0.2610
H 6.227 3.767 -4.602 0.2222
H 7.051 3.287 -1.841 0.2498
H 5.540 3.888 -2.478 0.3033
H 7.480 5.762 -1.296 0.2581
H 6.046 6.105 -2.392 0.2407
O 1.142 2.336 -8.838 -0.5815
C 1.821 1.356 -8.713 0.4738
O 3.085 1.347 -9.180 -0.3764
C 3.761 0.089 -9.066 -0.3168
C 2.667 -0.828 -8.481 -0.4571
C 1.438 0.060 -8.156 -0.2240
H 4.655 0.148 -8.444 0.2267
H 4.124 -0.127 -10.070 0.2291
H 3.052 -1.145 -7.512 0.2027
H 2.461 -1.705 -9.095 0.3523
H 1.341 0.172 -7.076 0.2394
H 0.560 -0.290 -8.698 0.2323
O -0.020 -3.311 5.616 -0.5855
C 0.298 -4.370 6.133 0.5051
O 1.535 -4.643 6.669 -0.3545
C 1.722 -5.981 7.146 -0.2999
C 0.307 -6.549 7.166 -0.5114
C -0.553 -5.635 6.273 -0.3622
H 2.159 -5.975 8.144 0.2738
H 2.358 -6.613 6.525 0.2223
H -0.031 -6.603 8.200 0.2389
H 0.288 -7.592 6.847 0.3367
H -1.552 -5.390 6.634 0.3027
H -0.654 -6.125 5.305 0.2336
O -1.895 -8.252 -5.126 -0.5923
C -0.691 -8.095 -5.062 0.4858
O 0.012 -8.774 -4.146 -0.3454
C 1.391 -8.657 -4.325 -0.3249
C 1.509 -7.483 -5.178 -0.4929
C 0.173 -7.220 -5.903 -0.3018
H 1.893 -9.580 -4.616 0.2689
H 1.862 -8.380 -3.382 0.2158
H 2.278 -7.668 -5.929 0.3141
H 1.762 -6.607 -4.580 0.2668
H 0.275 -7.664 -6.893 0.2318
H -0.083 -6.160 -5.898 0.2745
O -7.091 -5.276 4.459 -0.6116
C -7.576 -4.156 4.566 0.4939
O -7.010 -3.072 4.039 -0.3317
C -7.629 -1.836 4.324 -0.3722
C -8.596 -2.177 5.433 -0.5503
C -8.812 -3.680 5.306 -0.3089
H -8.202 -1.499 3.460 0.2279
H -6.970 -0.990 4.519 0.3285
H -9.439 -1.486 5.428 0.3557
H -8.041 -1.957 6.345 0.2330
H -9.622 -3.898 4.611 0.2526
H -8.848 -4.176 6.276 0.2826

***

No. 2
72
Properties=species:S:1:pos:R:3:mulliken_charge:R:1 method="wB97M-V/def2-TZVPD" fmax_ev_per_a=0.5 spin_multiplicity=1 orbital_gap_ev=6.547 e_tot_ha=-3174.9652 e_above_lowest_kcal_mol=0.0
Y 0.213 -0.249 0.471 0.0381
C 3.857 -0.136 0.100 -1.5230
N 2.703 0.652 -0.404 1.6252
C 2.724 0.619 -1.868 -0.8215
C 2.241 -0.727 -2.371 -1.8549
N 0.805 -0.955 -2.085 2.2442
C -0.004 -0.189 -3.043 -1.7336
C 0.549 -2.389 -2.167 -0.3132
C 0.030 -2.963 -3.320 -0.4211
C -0.206 -4.329 -3.398 -0.9141
C 0.091 -5.133 -2.312 -0.6850
C 0.620 -4.568 -1.163 -0.7005
C 0.857 -3.198 -1.059 0.9000
S 1.532 -2.565 0.439 -0.6084
C 2.812 1.969 0.184 -0.3864
C 3.297 3.062 -0.521 -0.1560
C 3.435 4.300 0.097 -0.8911
C 3.107 4.430 1.435 -0.6324
C 2.622 3.341 2.142 -0.8005
C 2.445 2.096 1.539 0.5896
S 1.799 0.754 2.470 -0.4600
H 4.788 0.310 -0.269 0.3392
H 3.781 -1.172 -0.214 0.4305
H 3.844 -0.123 1.186 0.3320
H 3.734 0.804 -2.257 0.4942
H 2.096 1.419 -2.270 0.4632
H 2.801 -1.525 -1.890 0.5028
H 2.415 -0.809 -3.452 0.3261
H 0.336 -0.337 -4.075 0.4191
H 0.067 0.877 -2.834 0.2981
H -1.049 -0.474 -2.968 0.4001
H -0.207 -2.349 -4.176 0.3379
H -0.617 -4.753 -4.305 0.4032
H -0.086 -6.200 -2.352 0.3986
H 0.854 -5.192 -0.310 0.4638
H 3.594 2.957 -1.556 0.3721
H 3.809 5.144 -0.466 0.4121
H 3.212 5.385 1.933 0.4041
H 2.347 3.448 3.184 0.4402
C -1.357 5.237 3.909 -0.7879
S -0.466 5.264 2.339 -0.0235
C -0.703 3.616 1.743 0.4562
S -0.377 3.709 0.027 -0.2418
N -1.134 2.714 2.522 -1.1514
N -1.268 1.407 2.080 0.8887
C -2.341 0.860 2.491 -1.0644
C -2.511 -0.592 2.385 1.0702
C -3.748 -1.182 2.600 -0.8875
C -3.828 -2.566 2.630 -0.3325
C -2.670 -3.302 2.459 -0.9039
C -1.478 -2.632 2.218 -0.0052
N -1.394 -1.305 2.178 -0.2028
H -2.360 5.641 3.790 0.2751
H -0.792 5.843 4.613 0.3543
H -1.401 4.212 4.266 0.2541
H -3.102 1.431 3.020 0.3833
H -4.621 -0.562 2.748 0.4494
H -4.779 -3.056 2.795 0.4231
H -2.676 -4.382 2.494 0.4258
H -0.556 -3.168 2.022 0.5283
C -3.526 -2.783 -1.500 -0.3247
O -3.545 -1.355 -1.437 -0.5820
C -2.444 -0.779 -0.896 0.6499
O -1.498 -1.526 -0.518 0.2380
N -2.396 0.519 -0.792 -0.4936
N -0.106 2.109 -0.503 -0.2566
H -4.426 -3.064 -2.039 0.2798
H -3.539 -3.210 -0.496 0.1274
H -2.639 -3.141 -2.022 0.0355
H -3.256 0.946 -1.121 0.1020
H -0.970 1.707 -0.918 0.4863
H 0.663 2.159 -1.162 0.0981

***

No. 3
13
Properties=species:S:1:pos:R:3:nbo_charge:R:1 method="wB97M-V/def2-TZVPD" fmax_ev_per_a=7.3 spin_multiplicity=1 orbital_gap_ev=9.509 e_tot_ha=-439.8903 e_above_lowest_kcal_mol=92.6
C -2.513 0.205 0.639 -0.0492
N -1.238 -0.145 0.435 -0.3277
N -0.983 -1.134 -0.656 -0.2173
C 0.299 -1.175 -0.707 0.0195
C 1.146 -0.328 0.070 0.4504
O 2.016 -0.735 0.910 -0.5213
C 1.170 1.074 -0.001 -0.0606
F 0.142 1.577 -0.746 -0.3575
H -2.611 0.948 1.423 0.1927
H -3.447 -0.073 -0.012 0.1918
H 0.777 -1.938 -1.435 0.2297
H 0.762 1.405 0.998 0.2281
H 2.046 1.640 0.007 0.2213

***

No. 4
34
Properties=species:S:1:pos:R:3:nbo_charge:R:1 method="wB97M-V/def2-TZVPD" fmax_ev_per_a=3.2 spin_multiplicity=1 orbital_gap_ev=7.946 e_tot_ha=-1118.3901 e_above_lowest_kcal_mol=15.0
Pt 0.214 -0.582 0.509 0.7166
N 2.652 -0.386 0.528 -0.8153
C 3.114 1.005 0.464 -0.2296
C 2.257 1.857 1.391 -0.2322
N 0.864 1.646 1.037 -0.8366
H 2.865 -0.784 1.437 0.3964
H 3.102 -0.960 -0.176 0.4066
H 2.984 1.356 -0.561 0.1998
H 4.166 1.108 0.743 0.1964
H 2.563 2.905 1.314 0.1965
H 2.412 1.537 2.423 0.1987
H 0.582 2.197 0.235 0.3921
H 0.211 1.840 1.786 0.4093
C -3.668 0.118 -0.468 -0.6257
C -2.258 0.681 -0.721 0.2413
C -1.630 -0.062 -1.912 -0.6405
C -2.377 2.175 -1.073 -0.6206
O -1.503 0.545 0.456 -0.8205
H -4.287 0.173 -1.365 0.1971
H -4.135 0.690 0.334 0.2061
H -3.587 -0.921 -0.148 0.2147
H -2.108 0.227 -2.851 0.2063
H -1.748 -1.138 -1.776 0.2231
H -0.565 0.179 -1.984 0.1986
H -3.152 2.318 -1.825 0.2094
H -1.430 2.560 -1.460 0.1885
H -2.645 2.737 -0.177 0.2099
F -0.489 -3.212 -0.461 -0.3545
C 0.232 -2.652 0.569 0.3871
F -0.367 -3.120 1.707 -0.3469
C 1.591 -3.358 0.519 0.9008
F 1.508 -4.683 0.525 -0.2993
F 2.354 -2.994 1.574 -0.3384
F 2.276 -3.002 -0.590 -0.3351

***

Please write out number 4 again, unchanged.
34
Properties=species:S:1:pos:R:3:nbo_charge:R:1 method="wB97M-V/def2-TZVPD" fmax_ev_per_a=3.2 spin_multiplicity=1 orbital_gap_ev=7.946 e_tot_ha=-1118.3901 e_above_lowest_kcal_mol=15.0
Pt 0.214 -0.582 0.509 0.7166
N 2.652 -0.386 0.528 -0.8153
C 3.114 1.005 0.464 -0.2296
C 2.257 1.857 1.391 -0.2322
N 0.864 1.646 1.037 -0.8366
H 2.865 -0.784 1.437 0.3964
H 3.102 -0.960 -0.176 0.4066
H 2.984 1.356 -0.561 0.1998
H 4.166 1.108 0.743 0.1964
H 2.563 2.905 1.314 0.1965
H 2.412 1.537 2.423 0.1987
H 0.582 2.197 0.235 0.3921
H 0.211 1.840 1.786 0.4093
C -3.668 0.118 -0.468 -0.6257
C -2.258 0.681 -0.721 0.2413
C -1.630 -0.062 -1.912 -0.6405
C -2.377 2.175 -1.073 -0.6206
O -1.503 0.545 0.456 -0.8205
H -4.287 0.173 -1.365 0.1971
H -4.135 0.690 0.334 0.2061
H -3.587 -0.921 -0.148 0.2147
H -2.108 0.227 -2.851 0.2063
H -1.748 -1.138 -1.776 0.2231
H -0.565 0.179 -1.984 0.1986
H -3.152 2.318 -1.825 0.2094
H -1.430 2.560 -1.460 0.1885
H -2.645 2.737 -0.177 0.2099
F -0.489 -3.212 -0.461 -0.3545
C 0.232 -2.652 0.569 0.3871
F -0.367 -3.120 1.707 -0.3469
C 1.591 -3.358 0.519 0.9008
F 1.508 -4.683 0.525 -0.2993
F 2.354 -2.994 1.574 -0.3384
F 2.276 -3.002 -0.590 -0.3351

***

What did the fourth record say?
34
Properties=species:S:1:pos:R:3:nbo_charge:R:1 method="wB97M-V/def2-TZVPD" fmax_ev_per_a=3.2 spin_multiplicity=1 orbital_gap_ev=7.946 e_tot_ha=-1118.3901 e_above_lowest_kcal_mol=15.0
Pt 0.214 -0.582 0.509 0.7166
N 2.652 -0.386 0.528 -0.8153
C 3.114 1.005 0.464 -0.2296
C 2.257 1.857 1.391 -0.2322
N 0.864 1.646 1.037 -0.8366
H 2.865 -0.784 1.437 0.3964
H 3.102 -0.960 -0.176 0.4066
H 2.984 1.356 -0.561 0.1998
H 4.166 1.108 0.743 0.1964
H 2.563 2.905 1.314 0.1965
H 2.412 1.537 2.423 0.1987
H 0.582 2.197 0.235 0.3921
H 0.211 1.840 1.786 0.4093
C -3.668 0.118 -0.468 -0.6257
C -2.258 0.681 -0.721 0.2413
C -1.630 -0.062 -1.912 -0.6405
C -2.377 2.175 -1.073 -0.6206
O -1.503 0.545 0.456 -0.8205
H -4.287 0.173 -1.365 0.1971
H -4.135 0.690 0.334 0.2061
H -3.587 -0.921 -0.148 0.2147
H -2.108 0.227 -2.851 0.2063
H -1.748 -1.138 -1.776 0.2231
H -0.565 0.179 -1.984 0.1986
H -3.152 2.318 -1.825 0.2094
H -1.430 2.560 -1.460 0.1885
H -2.645 2.737 -0.177 0.2099
F -0.489 -3.212 -0.461 -0.3545
C 0.232 -2.652 0.569 0.3871
F -0.367 -3.120 1.707 -0.3469
C 1.591 -3.358 0.519 0.9008
F 1.508 -4.683 0.525 -0.2993
F 2.354 -2.994 1.574 -0.3384
F 2.276 -3.002 -0.590 -0.3351